Entry from the OMol25 dataset: C7H6O2S in the gas phase in a non-equilibrium geometry (wB97M-V/def2-TZVPD).

XYZ file:
```
16
Properties=species:S:1:pos:R:3:forces:R:3
O 1.922 2.077 -0.117 -0.4 -0.8 -0.6
C 1.531 0.925 -0.059 0.7 0.8 1.9
C 2.507 -0.253 0.074 0.6 0.5 -1.3
S 1.508 -1.702 -0.302 -0.7 -0.9 -0.4
C 0.007 -0.988 0.550 1.4 2.2 -0.7
O -1.163 -1.562 0.096 -0.9 -1.2 -0.7
C -2.269 -0.834 -0.203 1.4 0.9 -0.6
C -2.199 0.525 -0.247 -2.6 -2.5 0.9
C -0.936 1.127 -0.226 -0.8 2.7 -1.0
C 0.152 0.488 0.191 0.1 -0.2 -1.3
H 3.342 0.005 -0.729 -1.4 -1.1 2.2
H 2.768 -0.485 1.135 0.7 1.2 -0.9
H 0.096 -1.045 1.608 0.0 -0.8 1.1
H -2.999 -1.463 -0.699 -0.4 0.1 0.7
H -3.135 1.077 -0.283 0.4 0.0 -0.6
H -1.130 2.109 -0.788 1.8 -1.0 1.2
```
Forces are in eV/Å.

Calculated values
Net charge: 0
Energy above the lowest of the compared OMol25 structures with the same formula, charge and spin: 1.727 eV
HOMO: -8.527 eV
HOMO-LUMO gap: 8.22 eV
SMILES: O=C1CS[C@@H]2OC=CC=C12
Multiplicity: 1



Entry from the OMol25 dataset: 2 unconnected molecules or ions with the total composition C32H35B2Cl3F3NO8P in a non-equilibrium geometry (wB97M-V/def2-TZVPD).

XYZ file:
```
85
Properties=species:S:1:pos:R:3:forces:R:3
C 0.884 -2.766 5.123 -1.3 -4.9 -8.5
C 0.621 -3.584 3.987 1.6 5.8 7.0
C 0.189 -4.457 2.628 0.1 1.4 1.2
C 0.533 -3.552 1.279 1.7 2.4 -2.3
C 2.031 -2.889 1.193 -2.8 0.9 -3.6
C 2.389 -1.947 -0.132 -2.7 -0.8 0.0
C 1.267 -1.688 -1.345 -0.2 -1.2 2.4
C -0.248 -2.359 -1.266 3.4 -1.7 4.0
P -1.429 -1.997 -2.723 -0.8 1.1 -0.3
O -3.109 -2.084 -2.276 2.8 -2.1 -1.5
Cl -1.061 -3.596 -4.138 -0.5 0.6 1.4
C -0.576 -3.266 0.061 2.4 0.6 -0.2
C -2.057 -3.937 0.269 1.0 -0.5 0.9
C -2.836 -3.050 1.408 0.4 1.0 0.4
C -3.968 -2.015 0.831 0.2 0.5 0.1
C -4.733 -1.132 2.026 -0.4 0.1 -0.9
C -3.800 0.069 2.645 0.1 0.2 0.4
C -4.305 1.589 2.276 0.4 1.2 -0.2
C -4.704 2.500 3.612 0.3 -0.8 0.1
C 1.765 -0.695 -2.596 -0.6 -1.0 -4.0
O 1.506 -0.959 -3.889 1.4 1.9 8.3
C 2.647 0.635 -2.093 1.4 2.0 1.1
C 2.383 2.135 -2.752 4.4 -0.5 3.5
B 1.271 2.473 -3.918 -1.2 -0.2 -1.3
N 0.053 3.318 -3.485 1.6 -2.5 1.3
O 1.415 1.974 -5.311 -1.9 -0.4 3.2
C 3.326 3.355 -2.159 0.3 -3.8 1.7
C 4.446 3.115 -0.940 -1.6 -1.9 -1.2
C 5.263 4.482 -0.472 -0.4 -0.2 -0.3
C 4.321 5.589 0.287 -0.2 -0.5 -0.7
C 3.100 4.964 1.185 0.2 0.6 0.2
F 3.680 6.416 -0.801 1.2 -1.4 2.1
C 4.719 1.609 -0.265 -2.8 0.8 -3.1
C 5.856 1.388 0.905 -1.2 -0.6 0.5
Cl 7.560 1.778 0.184 -1.6 -0.2 0.7
C 5.552 2.259 2.292 2.0 -0.2 0.3
C 6.810 2.164 3.384 -0.4 1.1 -0.6
Cl 4.103 1.425 3.119 1.0 1.0 -1.0
C 3.765 0.379 -0.876 -0.3 2.3 -1.0
C 3.869 -1.185 -0.294 3.0 -2.2 0.6
O 5.016 -1.810 -0.017 -6.8 4.0 -1.4
H 1.291 -1.879 5.807 -1.2 -2.7 -1.9
H -0.979 -4.642 2.755 2.7 0.3 -0.5
H 0.824 -5.444 2.667 -1.4 2.0 -0.2
H 2.860 -3.015 2.016 -2.0 0.2 -1.8
H -3.473 -2.867 -2.819 -0.1 1.0 1.1
H -2.662 -4.128 -0.714 1.3 0.8 1.9
H -1.872 -5.012 0.752 -0.3 2.3 -1.2
H -2.002 -2.372 1.929 -1.8 -1.5 -1.0
H -3.235 -3.760 2.252 0.4 1.3 -1.7
H -3.422 -1.202 0.161 -1.1 -1.8 1.3
H -4.732 -2.577 0.129 1.5 1.1 1.6
H -5.662 -0.617 1.488 1.9 -1.2 1.2
H -5.170 -1.814 2.883 1.0 1.2 -1.8
H -2.673 -0.031 2.267 -2.5 0.0 1.0
H -3.840 -0.016 3.835 0.4 0.1 -2.6
H -3.425 2.195 1.749 -1.9 -1.5 1.0
H -5.198 1.598 1.511 1.7 -0.2 1.6
H -5.096 1.745 4.417 0.6 1.6 -1.4
H -3.737 3.023 4.063 -2.1 -1.1 -1.0
H -5.539 3.296 3.396 1.8 -1.5 0.4
H 0.178 3.536 -2.454 -0.3 -0.3 -1.6
H -0.788 2.686 -3.504 0.8 1.1 -0.4
H 0.622 1.370 -5.516 1.7 1.4 0.3
H 3.188 4.433 -2.614 0.4 -2.4 1.2
H 6.171 4.255 0.241 -1.8 0.2 -1.6
H 5.675 5.004 -1.452 -0.8 -1.1 2.1
H 5.037 6.315 0.876 -1.6 -1.3 -1.2
H 3.309 3.904 1.641 -0.2 2.0 -1.1
H 2.164 4.869 0.483 1.8 0.3 1.5
H 2.906 5.689 2.103 0.1 -1.5 -2.1
H 5.947 0.259 1.272 -0.4 2.5 -1.2
H 5.389 3.402 2.097 -0.2 -2.4 0.3
H 7.173 1.058 3.552 -0.8 2.4 -0.3
H 6.462 2.696 4.392 0.6 -1.5 -2.2
H 7.653 2.868 2.937 -1.5 -1.8 0.9
B -7.143 -3.071 -5.716 -1.2 0.6 -2.8
O -5.845 -3.627 -5.322 0.3 -0.2 1.7
C -5.830 -3.688 -3.983 3.6 -1.4 -2.2
O -4.890 -4.106 -3.327 -0.5 0.5 -0.2
C -7.074 -3.192 -3.460 -4.1 1.6 2.0
O -7.378 -3.114 -2.281 0.6 -0.2 -1.3
O -7.873 -2.818 -4.469 0.9 -0.4 1.0
F -7.870 -4.028 -6.536 0.9 1.2 1.0
F -6.955 -1.828 -6.447 -0.2 -1.6 0.9
```
Forces are in eV/Å.

Calculated values
Net charge: -1
HOMO: -6.946 eV
HOMO-LUMO gap: 6.68 eV
Multiplicity: 1